Entry 1:
DFT (ωB97M-V/def2-TZVPD) results for a molecular structure, C8H24LiO4S3 in a non-equilibrium geometry.

Last column: Mulliken charge in e.
Element x y z (Å)
Li 6.435 8.557 -46.878  1.025
C 7.119 6.811 -49.180  -0.998
C 5.567 6.599 -48.966  -0.309
O 5.188 7.064 -47.709  -0.268
H 7.264 7.691 -49.080  0.229
H 7.459 6.446 -50.168  0.390
H 7.698 6.418 -48.328  0.202
H 5.200 5.525 -49.103  0.360
H 5.180 7.051 -49.818  0.335
H 4.306 6.685 -47.665  0.235
C 7.521 7.451 -43.567  -0.647
S 8.308 7.441 -45.061  0.295
O 7.381 7.590 -46.273  -0.526
C 9.143 9.125 -44.942  -0.851
H 6.942 8.441 -43.585  -0.169
H 8.240 7.368 -42.767  0.511
H 6.893 6.490 -43.094  0.337
H 9.744 9.044 -45.851  0.338
H 9.698 9.270 -43.927  0.355
H 8.417 9.966 -45.014  0.242
C 4.443 8.720 -42.874  -0.538
S 4.852 9.820 -44.290  0.378
O 5.209 9.055 -45.542  -0.570
C 3.229 10.446 -44.585  -0.790
H 5.430 8.136 -42.803  0.017
H 3.615 8.028 -43.171  0.308
H 4.181 9.281 -41.994  0.416
H 3.413 11.167 -45.402  0.115
H 2.786 11.033 -43.761  0.425
H 2.556 9.575 -44.952  0.298
C 7.479 12.547 -48.725  -0.967
S 6.171 11.323 -48.967  0.372
O 6.601 10.080 -48.196  -0.689
C 4.811 12.044 -47.964  -1.071
H 7.110 13.562 -48.723  0.432
H 8.368 12.351 -49.446  0.294
H 7.741 12.397 -47.830  0.336
H 5.122 12.499 -47.020  0.363
H 3.836 11.749 -47.760  0.412
H 4.439 12.840 -48.724  0.374

Its charge is +1. For the frontier orbital gap, the calculation gives 10.079 eV. The value obtained for the calculated total energy is -1821.8746 Ha. As for the lowest unoccupied orbital energy: -2.12 eV. For the relative energy (zero: lowest compared OMol25 entry of this formula, charge and spin), the calculation gives 7.66 kcal/mol. The calculation puts the HOMO energy at -12.20 eV.

***

Entry 2:
DFT (ωB97M-V/def2-TZVPD) results for a single C2H6N4O2S molecule in a non-equilibrium geometry.

Last column: Mulliken charge in e.
Element x y z (Å)
C -1.931 0.291 0.596  -0.256
C -0.704 1.068 -0.226  -0.588
N -1.841 -1.011 0.363  0.340
N -1.149 -1.763 -0.140  -0.173
N 0.138 0.108 -0.770  -0.597
N 2.334 -1.061 -0.747  -0.532
O 2.260 1.169 0.173  -0.594
O 1.123 -0.463 1.461  -0.638
S 1.506 0.011 0.161  1.143
H -2.093 0.463 1.714  0.260
H -2.810 0.715 0.159  0.259
H -1.077 1.613 -1.031  0.505
H -0.267 1.683 0.620  0.321
H 2.341 -2.071 -0.590  0.264
H 2.169 -0.752 -1.743  0.286

For the frontier orbital gap (spin up / spin down), the calculation gives 8.245 / 8.238 eV. The value obtained for the calculated total energy is -847.3589 Ha. As for the lowest unoccupied orbital energy (spin up / spin down): -0.64 / -0.64 eV. For the relative energy (zero: lowest compared OMol25 entry of this formula, charge and spin), the calculation gives 34.38 kcal/mol. The calculation puts the HOMO energy (spin up / spin down) at -8.88 / -8.88 eV.

***

Entry 3:
DFT (ωB97M-V/def2-TZVPD) results for a single C6H7N3O2 molecule in a non-equilibrium geometry.

Last column: Mulliken charge in e.
Element x y z (Å)
C 2.674 0.461 0.899  -0.486
C 2.519 -0.762 0.610  -0.052
C 1.253 -1.613 0.053  -0.726
N 0.172 -0.629 -0.326  0.495
C -0.963 -0.403 0.305  0.135
C -1.630 0.509 -0.500  0.107
C -2.902 1.159 -0.237  0.154
O -3.561 0.841 0.724  -0.578
O -3.276 1.981 -1.191  -0.311
N -0.791 0.790 -1.595  -0.353
N 0.256 0.058 -1.467  -0.569
H 1.871 1.098 0.571  0.276
H 3.806 0.919 1.204  0.206
H 3.322 -1.640 0.746  0.174
H 0.779 -2.044 0.731  0.400
H 1.578 -2.260 -0.782  0.320
H -1.235 -0.875 1.108  0.552
H -3.873 2.410 -0.851  0.256

For the frontier orbital gap, the calculation gives 10.658 eV. The value obtained for the calculated total energy is -547.4342 Ha. As for the lowest unoccupied orbital energy: 0.69 eV. For the relative energy (zero: lowest compared OMol25 entry of this formula, charge and spin), the calculation gives 94.28 kcal/mol. The calculation puts the HOMO energy at -9.96 eV. The SMILES is C=CCn1cc(C(=O)O)nn1.

***

Entry 4:
DFT (ωB97M-V/def2-TZVPD) results for a molecular structure, C4H5F3N4NaO14 in a non-equilibrium geometry.

Last column: Mulliken charge in e.
Element x y z (Å)
Na 0.835 0.816 -0.624  1.014
N 1.857 3.813 0.891  0.959
O 1.610 3.253 1.971  -0.603
O 2.673 4.781 0.905  -0.701
O 1.447 3.331 -0.193  -0.641
N 4.010 0.430 0.962  0.807
O 3.197 0.607 0.002  -0.501
O 5.222 0.296 0.674  -0.713
O 3.556 0.428 2.120  -0.607
N 2.561 -0.207 -2.990  0.981
O 3.244 -1.240 -3.066  -0.688
O 1.306 -0.282 -2.851  -0.660
O 3.100 0.905 -3.128  -0.593
N 0.221 -0.896 2.756  0.806
O 0.746 -0.243 3.674  -0.648
O -0.345 -1.995 2.943  -0.705
O 0.226 -0.416 1.589  -0.405
C -2.712 -0.352 1.524  -1.197
C -2.348 -1.680 0.837  -0.230
O -2.826 -1.757 -0.524  -0.337
C -2.149 -0.995 -1.379  0.239
O -1.158 -0.391 -1.141  -0.327
C -2.808 -0.892 -2.767  0.740
F -3.329 0.313 -3.004  -0.267
F -1.857 -1.092 -3.686  -0.227
F -3.723 -1.850 -2.968  -0.272
H -2.782 -0.677 2.563  0.385
H -3.697 0.011 1.231  0.376
H -1.906 0.368 1.394  0.263
H -2.875 -2.422 1.438  0.360
H -1.296 -1.966 0.847  0.393

Its charge is -3. For the frontier orbital gap, the calculation gives 4.751 eV. The value obtained for the calculated total energy is -1889.2888 Ha. As for the lowest unoccupied orbital energy: 5.81 eV. For the relative energy (zero: lowest compared OMol25 entry of this formula, charge and spin), the calculation gives 0.00 kcal/mol. The calculation puts the HOMO energy at 1.06 eV.

***

Entry 5:
DFT (ωB97M-V/def2-TZVPD) results for 2 unconnected molecules or ions with the total composition C3H7BN2O5S in a non-equilibrium geometry.

Last column: Mulliken charge in e.
Element x y z (Å)
C 2.004 1.365 0.146  -0.912
S 0.736 1.661 -1.078  1.040
O 0.278 0.438 -1.685  -0.595
O 1.240 2.699 -1.947  -0.685
B -0.654 2.445 -0.054  0.488
O -1.550 1.631 0.648  -0.424
C -2.326 0.877 -0.084  0.543
N -3.025 0.131 -0.613  -0.435
H 1.652 1.720 1.119  0.338
H 2.208 0.306 0.244  0.306
H 2.872 1.938 -0.170  0.373
H -0.734 3.623 0.021  -0.008
C -0.682 -3.195 0.192  -0.773
N 0.002 -2.062 0.870  0.903
O 0.968 -1.573 0.320  -0.525
O -0.468 -1.678 1.922  -0.540
H -0.156 -3.405 -0.731  0.312
H -0.659 -4.040 0.874  0.292
H -1.706 -2.882 0.005  0.304

For the frontier orbital gap, the calculation gives 9.246 eV. The value obtained for the calculated total energy is -1027.1107 Ha. As for the lowest unoccupied orbital energy: -1.31 eV. For the relative energy (zero: lowest compared OMol25 entry of this formula, charge and spin), the calculation gives 0.00 kcal/mol. The calculation puts the HOMO energy at -10.55 eV. The SMILES is CS(=O)(=O)BOC#N.C[N+](=O)[O-].

***

Entry 6:
DFT (ωB97M-V/def2-TZVPD) results for a molecular structure, C27H28ClCuN7O3.

Last column: Mulliken charge in e.
Element x y z (Å)
Cu 0.573 -0.169 0.402  0.028
C -2.036 -6.707 -0.095  -1.484
C -1.857 -5.215 0.064  0.448
C -2.814 -4.408 0.681  -1.265
C -2.633 -3.050 0.856  -0.610
C -1.465 -2.355 0.417  0.650
N -1.241 -1.043 0.620  -0.054
C -2.252 -0.197 1.035  0.721
C -3.483 -0.150 0.359  -0.181
C -4.520 0.687 0.726  -0.806
C -4.383 1.547 1.810  0.341
C -5.496 2.476 2.236  -1.580
C -3.168 1.543 2.475  -0.559
C -2.105 0.722 2.105  0.184
N -0.876 0.875 2.843  0.768
C -0.561 1.890 3.693  0.033
C 0.717 1.671 4.138  -1.157
C 1.119 0.490 3.482  -0.220
N 0.165 0.020 2.699  -0.912
C -0.498 -3.209 -0.200  0.314
C -0.700 -4.575 -0.348  -0.282
N 0.759 -2.709 -0.699  0.913
C 1.302 -2.994 -1.898  -0.166
C 2.583 -2.489 -1.906  -0.904
C 2.729 -1.897 -0.640  -0.426
N 1.629 -2.032 0.095  -1.012
H -3.065 -6.998 0.125  0.349
H -1.385 -7.273 0.580  0.290
H -1.810 -7.038 -1.113  0.325
H -3.729 -4.865 1.049  0.289
H -3.400 -2.476 1.359  0.411
H -3.595 -0.812 -0.493  0.551
H -5.448 0.676 0.161  0.324
H -6.463 2.119 1.874  0.386
H -5.351 3.486 1.843  0.276
H -5.554 2.553 3.324  0.358
H -3.058 2.202 3.328  0.260
H -1.236 2.701 3.900  0.299
H 1.282 2.287 4.822  0.452
H 2.076 -0.011 3.504  0.408
H 0.099 -5.157 -0.801  0.447
H 0.726 -3.497 -2.659  0.521
H 3.296 -2.529 -2.714  0.429
H 3.574 -1.366 -0.222  0.541
N 0.384 0.239 -1.856  -0.516
C 1.213 0.960 -2.222  0.541
N 2.154 1.801 -2.638  0.118
C 3.550 1.708 -2.206  0.022
C 4.423 1.905 -3.426  -0.800
O 4.115 3.128 -4.096  -0.393
C 2.753 3.185 -4.501  -0.565
C 1.827 3.048 -3.311  -0.645
H 3.721 0.750 -1.724  0.160
H 3.760 2.492 -1.475  0.116
H 4.287 1.063 -4.115  0.398
H 5.471 1.968 -3.140  0.345
H 2.544 2.378 -5.213  0.338
H 2.614 4.144 -4.997  0.354
H 0.783 3.045 -3.613  0.493
H 1.991 3.879 -2.620  0.235
Cl 4.269 2.954 1.792  -0.260
C 2.585 3.518 1.483  -0.875
C 1.660 2.541 0.733  0.821
O 0.651 3.085 0.264  -0.752
O 2.014 1.326 0.685  -0.603
H 2.648 4.448 0.929  0.383
H 2.132 3.712 2.450  0.381

Its charge is -1. For the frontier orbital gap, the calculation gives 6.123 eV. The value obtained for the calculated total energy is -3755.4155 Ha. As for the lowest unoccupied orbital energy: 2.71 eV. For the relative energy (zero: lowest compared OMol25 entry of this formula, charge and spin), the calculation gives 1.83 kcal/mol. The calculation puts the HOMO energy at -3.41 eV.

***

Entry 7:
DFT (ωB97M-V/def2-TZVPD) results for a single C4H5FS molecule in a non-equilibrium geometry.

Last column: Mulliken charge in e.
Element x y z (Å)
F -1.859 -0.625 -2.389  -0.254
C -1.369 -0.210 -1.143  -0.252
C -0.297 -0.675 -0.499  -0.103
C 0.045 0.046 0.752  -0.260
C 1.413 0.542 0.937  -0.374
S 2.716 0.370 -0.047  -0.200
H -1.955 0.653 -0.872  0.260
H 0.393 -1.530 -0.726  0.302
H -0.534 0.904 0.725  0.261
H -0.110 -0.687 1.539  0.265
H 1.557 1.212 1.721  0.355

For the frontier orbital gap, the calculation gives 8.624 eV. The value obtained for the calculated total energy is -653.3889 Ha. As for the lowest unoccupied orbital energy: -0.32 eV. For the relative energy (zero: lowest compared OMol25 entry of this formula, charge and spin), the calculation gives 32.67 kcal/mol. The calculation puts the HOMO energy at -8.95 eV. The SMILES is F/C=C/CC=S.

***

Entry 8:
DFT (ωB97M-V/def2-TZVPD) results for a single C20H27NO5 molecule.

Last column: Mulliken charge in e.
Element x y z (Å)
C 5.572 2.972 0.092  -0.828
O 5.567 1.665 0.613  -0.452
C 4.590 0.808 0.205  0.763
C 3.587 1.111 -0.710  -0.435
C 2.649 0.155 -1.049  -0.605
C 2.676 -1.114 -0.482  0.651
O 1.682 -1.970 -0.897  -0.434
C 1.687 -3.310 -0.461  -0.951
C 1.090 -3.479 0.944  -0.562
C -0.277 -2.826 1.022  0.610
O -0.616 -2.055 1.878  -0.588
O -1.054 -3.222 0.008  -0.335
C -2.348 -2.650 -0.095  -0.500
C -2.432 -1.429 -1.023  0.703
O -3.518 -1.012 -1.367  -0.687
N -1.257 -0.918 -1.417  0.081
C -1.177 0.353 -2.096  -1.137
C -0.911 1.495 -1.100  -0.871
C -2.051 1.602 -0.124  0.357
C -2.025 0.981 1.047  -0.034
C -3.155 0.980 2.028  -0.712
C -4.215 2.021 1.679  -0.845
C -4.497 1.981 0.182  -0.710
C -3.244 2.393 -0.582  -0.819
C 3.682 -1.421 0.426  -0.303
C 4.625 -0.469 0.760  -1.054
H 4.652 3.509 0.345  0.338
H 5.706 2.972 -0.994  0.326
H 6.419 3.472 0.559  0.240
H 3.526 2.084 -1.172  0.377
H 1.882 0.382 -1.772  0.495
H 1.060 -3.839 -1.184  0.468
H 2.699 -3.730 -0.498  0.514
H 1.717 -3.018 1.707  0.308
H 0.986 -4.543 1.158  0.463
H -2.693 -2.329 0.895  0.244
H -3.014 -3.427 -0.477  0.357
H -0.388 -1.295 -1.064  0.112
H -0.382 0.301 -2.846  0.476
H -2.135 0.508 -2.596  0.476
H 0.020 1.293 -0.566  0.328
H -0.800 2.426 -1.659  0.479
H -1.159 0.403 1.343  0.348
H -3.607 -0.018 2.026  0.197
H -2.766 1.151 3.035  0.383
H -5.127 1.829 2.247  0.365
H -3.853 3.016 1.950  0.319
H -5.327 2.645 -0.070  0.343
H -4.766 0.965 -0.112  0.248
H -3.045 3.460 -0.429  0.369
H -3.397 2.240 -1.652  0.357
H 3.754 -2.396 0.882  0.352
H 5.408 -0.701 1.464  0.419

For the frontier orbital gap, the calculation gives 8.952 eV. The value obtained for the calculated total energy is -1209.2746 Ha. As for the lowest unoccupied orbital energy: 0.65 eV. For the relative energy (zero: lowest compared OMol25 entry of this formula, charge and spin), the calculation gives 37.13 kcal/mol. The calculation puts the HOMO energy at -8.30 eV. The SMILES is COc1ccc(OCCC(=O)OCC(=O)NCCC2=CCCCC2)cc1.

***

What is the calculated total energy in the fifth record?
-1027.1107 Ha